Record 1
The following is a DFT calculation (ωB97M-V/def2-TZVPD) of a structure of composition H6NP3 at a distorted geometry.

For the molar mass, the calculation gives 113.0 u. The energy above the lowest of the compared OMol25 structures with the same formula, charge and spin is 1.9227 eV.

Geometry (Å):
N 0.540 0.597 0.380
P 1.812 -0.336 -0.134
P -2.021 -0.879 -0.091
P -0.688 0.835 -0.735
H 3.051 0.147 -0.729
H 2.233 -0.598 1.042
H 1.339 -1.347 -0.862
H -3.120 0.096 -0.156
H -1.867 -0.383 1.300
H -1.280 1.869 -0.015

What are the Mulliken partial charges on each atom? They are as follows, in elementary charge units: -0.42, 0.26, -0.20, -0.07, 0.08, 0.06, 0.09, 0.06, 0.09, 0.05

Record 2
The following is a DFT calculation (ωB97M-V/def2-TZVPD) of a cluster of 2 separate species, H6NS2 in total at a distorted geometry.

For the molar mass, the calculation gives 84.2 u. The energy above the lowest of the compared OMol25 structures with the same formula, charge and spin is 0.2265 eV. Its total charge is +1.

Geometry (Å):
N 1.495 0.265 0.227
H 1.398 1.203 0.609
H 2.149 0.127 -0.550
H 0.552 -0.089 -0.065
H 1.742 -0.284 1.057
S -1.531 -0.663 0.710
S -1.484 -0.058 -1.312
H -2.356 -1.677 0.420
H -1.965 1.175 -1.096

What are the Mulliken partial charges on each atom? They are as follows, in elementary charge units: -0.39, 0.41, 0.38, 0.11, 0.42, -0.21, -0.23, 0.24, 0.25

Record 3
The following is a DFT calculation (ωB97M-V/def2-TZVPD) of a cluster of 3 separate species, H6O2S in total at a distorted geometry.

For the molar mass, the calculation gives 70.1 u. As for the structure (SMILES): O.O.S. The energy above the lowest of the compared OMol25 structures with the same formula, charge and spin is 0.7880 eV.

Geometry (Å):
O -0.398 2.161 0.074
H 0.248 2.531 0.624
H -0.796 2.787 -0.561
O -1.107 -1.456 4.184
H -1.104 -1.470 5.071
H -0.871 -2.253 3.833
S 0.824 -0.420 -2.491
H 1.270 -1.066 -1.293
H 0.113 0.549 -1.892

What are the Mulliken partial charges on each atom? They are as follows, in elementary charge units: -0.62, 0.31, 0.33, -0.59, 0.29, 0.30, -0.32, 0.15, 0.16